Here is 15 unconnected molecules or ions with the total composition C90H200F6N14O12P in a non-equilibrium geometry from the OMol25 dataset. Energies are from the ωB97M-V functional and the def2-TZVPD basis.

```
323
Properties=species:S:1:pos:R:3:forces:R:3
C 0.706395 -4.262240 -1.247991 -0.41 -0.40 -1.13
C -0.113040 -4.205391 -2.558458 -0.05 -0.91 0.42
C -0.124271 -5.657633 -3.081057 -0.78 -0.94 -0.06
N -0.713539 -5.986284 -4.446962 -1.40 0.72 -0.29
C -0.012959 -5.148934 -5.469986 1.11 0.95 -0.68
C -0.316083 -5.464421 -6.948269 -1.44 -0.55 1.89
C 0.032132 -6.932634 -7.082585 -0.81 -0.17 -1.27
C -0.794821 -7.835737 -6.168387 0.30 -0.72 0.29
C -0.573661 -7.481551 -4.733334 -0.01 1.10 1.12
C -2.201426 -5.637527 -4.451691 0.81 0.42 0.97
H 0.616820 -3.370848 -0.677357 -0.15 0.94 0.39
H 1.751729 -4.397959 -1.504847 0.27 -0.34 0.27
H 0.294315 -5.078758 -0.654479 0.38 -0.15 0.18
H 0.293291 -3.485334 -3.272084 -0.11 -0.17 0.19
H -1.134823 -3.929488 -2.300538 -0.03 0.28 -0.33
H -0.727238 -6.312059 -2.428816 0.10 0.49 0.15
H 0.837970 -6.156284 -3.081540 0.57 0.38 -0.11
H 1.051802 -5.436223 -5.380245 -0.36 0.40 0.38
H -0.154384 -4.082669 -5.190670 -0.10 -0.89 -0.16
H 0.195845 -4.822369 -7.645858 0.62 0.18 0.07
H -1.375662 -5.305163 -7.183613 0.03 -0.02 0.12
H 1.083594 -7.043149 -6.880521 0.57 -0.34 -0.22
H -0.219380 -7.139996 -8.120180 0.51 -0.72 -0.10
H -0.545609 -8.927329 -6.175527 0.05 0.88 -0.62
H -1.834431 -7.780674 -6.429571 -0.63 0.07 -0.19
H 0.437941 -7.697910 -4.456972 0.77 -0.25 0.08
H -1.206221 -7.977421 -3.986794 -0.08 0.00 -0.42
H -2.643829 -5.988500 -5.363892 -0.18 -0.05 -0.31
H -2.311164 -4.564923 -4.289089 0.09 0.13 -0.43
H -2.666084 -6.080247 -3.571618 0.08 -0.44 -0.14
C -5.518593 -4.331092 -1.279844 0.29 0.31 0.97
C -5.973644 -4.253510 -2.737156 -0.50 0.04 0.13
C -7.470534 -4.607217 -2.877726 0.58 0.64 -0.47
N -8.147012 -4.116726 -4.175091 -0.26 0.65 -0.24
C -9.562988 -4.769411 -4.316037 0.29 0.98 -0.54
C -10.611695 -4.173402 -3.338115 0.95 -0.30 0.32
C -10.668828 -2.593745 -3.492317 -0.44 -1.21 0.25
C -9.268966 -1.932063 -3.359120 -1.54 -0.23 0.30
C -8.302870 -2.563589 -4.294808 0.69 -0.71 -1.34
C -7.381909 -4.500681 -5.424425 0.12 -2.68 1.70
H -6.054248 -3.706435 -0.526738 -0.08 -0.10 -0.92
H -4.488816 -3.951563 -1.257263 -0.12 -0.32 0.06
H -5.556859 -5.336088 -0.828908 0.11 0.13 -0.49
H -5.364495 -4.943369 -3.296293 0.20 -0.45 -0.32
H -5.677107 -3.281613 -3.140998 -0.43 0.09 0.14
H -7.941131 -4.100240 -2.021801 -0.47 -0.51 -0.51
H -7.597141 -5.704603 -2.882231 -0.21 0.58 0.28
H -9.424029 -5.852416 -4.336186 0.06 0.05 0.80
H -9.823293 -4.591443 -5.368060 -0.20 0.47 0.28
H -10.336112 -4.544875 -2.316437 -0.34 0.64 -0.63
H -11.566013 -4.678959 -3.585806 0.38 0.55 0.12
H -11.408467 -2.127898 -2.804780 0.59 -0.50 -0.28
H -11.096174 -2.473320 -4.498848 0.35 0.42 0.12
H -8.961382 -1.893114 -2.294162 0.08 -0.14 -0.63
H -9.356286 -0.906789 -3.723337 0.02 0.14 0.27
H -7.329167 -2.031817 -4.299037 -0.19 -0.90 0.32
H -8.641943 -2.481321 -5.360670 -0.08 0.18 0.99
H -7.284762 -5.631025 -5.387343 -0.05 1.22 -0.12
H -6.385046 -4.095695 -5.395319 0.15 0.46 -0.14
H -7.964882 -4.269255 -6.288921 -0.13 0.48 -0.47
C -1.715777 -4.665281 2.511560 0.69 0.90 0.26
C -0.811842 -5.698050 3.167440 -1.49 -0.83 -0.63
C 0.496390 -5.836153 2.484499 2.02 -0.15 -0.25
N 1.610003 -6.406202 3.353807 0.75 -0.95 -1.14
C 2.824540 -6.690585 2.434387 0.04 -0.34 0.20
C 4.133912 -7.088105 3.173904 -1.13 1.97 -0.41
C 4.446135 -5.923486 4.122325 -0.30 -0.54 1.38
C 3.286232 -5.743199 5.151168 0.40 0.23 -0.25
C 1.995127 -5.385040 4.377064 0.86 -1.28 0.68
C 1.186671 -7.705759 3.928987 -0.10 -0.20 0.81
H -1.170331 -3.683690 2.408312 -0.78 -0.83 0.28
H -2.612102 -4.597601 3.134666 0.06 0.40 -0.17
H -2.032698 -4.988362 1.536736 -0.12 -0.09 -0.58
H -1.343499 -6.666211 3.106068 0.26 0.24 0.07
H -0.773856 -5.483528 4.205968 0.53 0.41 0.94
H 0.999141 -4.916774 2.172391 -0.82 0.33 -0.22
H 0.436916 -6.510301 1.619879 -0.07 0.20 0.13
H 2.996152 -5.812008 1.812239 -0.14 0.19 0.21
H 2.482800 -7.484495 1.786841 -0.05 -0.27 -0.26
H 4.917970 -7.184549 2.434270 0.07 -0.14 -0.27
H 3.993677 -8.032863 3.644242 0.15 -0.68 0.62
H 4.645472 -5.012887 3.574732 -0.22 0.34 -0.36
H 5.336387 -6.079878 4.718936 0.35 -0.36 -0.09
H 3.532612 -4.925564 5.886924 -0.43 -0.69 -0.87
H 3.252006 -6.681726 5.746334 -0.40 0.56 -0.32
H 2.147745 -4.479448 3.844227 0.13 0.89 -0.40
H 1.112094 -5.286428 4.952255 -0.56 0.37 1.01
H 0.423580 -7.579459 4.704201 0.03 0.19 -0.37
H 2.035723 -8.138085 4.419567 0.40 -0.26 0.27
H 0.854400 -8.422856 3.176175 -0.07 0.42 -0.16
C 8.019370 -0.740064 4.783026 0.03 1.58 -0.97
C 6.725782 -1.180452 4.119559 1.01 1.10 -0.61
C 6.329045 -0.082630 3.090496 -1.12 -0.27 1.17
N 4.847024 -0.159749 2.684945 -0.35 -0.82 2.34
C 4.492168 0.856339 1.720763 0.87 -0.40 -2.73
C 5.146807 0.533482 0.355274 0.14 0.69 1.01
C 4.836364 -0.839985 -0.129390 -0.68 -0.95 -0.40
C 5.254458 -1.855938 0.924396 -0.62 -0.97 0.89
C 4.484327 -1.589636 2.264077 0.97 1.37 -1.52
C 3.945178 0.188305 3.902109 1.50 -1.23 -0.97
H 8.197601 -1.478972 5.505718 0.59 -0.41 1.58
H 7.883586 0.306242 5.137855 0.30 -0.89 0.47
H 8.909303 -0.715804 4.145569 -0.32 -0.09 -0.26
H 6.066382 -1.379668 4.949317 -0.86 0.36 -0.06
H 6.948399 -2.142789 3.693448 -0.26 -0.37 -0.76
H 7.012403 -0.102323 2.239438 -0.46 -0.13 -0.02
H 6.377325 0.937219 3.525574 0.31 -0.64 0.00
H 4.807326 1.838033 2.050780 0.03 0.17 0.38
H 3.431842 0.795580 1.597818 -0.67 0.29 -0.14
H 6.241327 0.612723 0.441022 -0.26 0.31 -0.15
H 4.780993 1.256812 -0.342308 -0.06 0.54 -0.53
H 5.367756 -0.980568 -1.061333 0.40 -0.20 -0.16
H 3.782716 -0.978370 -0.428844 0.29 0.27 0.53
H 6.351382 -1.839471 1.037403 -0.40 -0.12 0.20
H 4.957552 -2.886520 0.665854 0.30 0.28 -0.24
H 4.762176 -2.152185 3.145603 -0.04 -0.56 -0.27
H 3.404473 -1.656814 2.070511 0.31 0.27 0.29
H 3.927036 -0.687078 4.576615 0.07 1.00 0.02
H 2.990912 0.307528 3.446255 -0.96 -0.04 0.04
H 4.323707 1.151292 4.218217 0.01 -0.04 0.77
C -3.070955 -0.660222 2.671429 0.08 -0.62 0.52
C -3.868903 -1.210591 3.890250 -0.34 -0.29 -1.87
C -2.949739 -1.256445 5.040496 0.69 0.80 1.51
N -3.559723 -1.752817 6.345384 0.13 0.18 0.13
C -4.284856 -3.087112 6.097927 1.62 0.49 -0.60
C -4.659916 -3.791045 7.371495 -0.55 0.12 -0.07
C -3.442550 -4.005022 8.252606 -0.39 0.26 1.77
C -2.819848 -2.613858 8.645895 0.12 -1.89 -1.29
C -2.396155 -1.944946 7.350646 -0.37 1.47 -0.09
C -4.526862 -0.720451 6.856324 -0.31 -1.03 -0.25
H -3.706148 -0.429538 1.832357 -0.33 0.29 -0.11
H -2.375621 -1.393265 2.280576 0.16 -0.41 0.10
H -2.429749 0.169342 2.939536 -0.13 0.56 -0.01
H -4.105877 -2.259571 3.648049 -0.48 0.48 -0.10
H -4.795310 -0.611728 4.024825 0.58 -0.49 0.15
H -2.594738 -0.241626 5.291924 0.06 -0.37 -0.11
H -2.068602 -1.870166 4.822500 -0.10 -0.01 0.08
H -3.514589 -3.572282 5.463328 -0.49 -0.51 0.59
H -5.122615 -2.915973 5.449269 -0.48 0.37 -0.13
H -5.147913 -4.743737 7.102521 0.20 0.36 0.11
H -5.451695 -3.169460 7.882437 0.79 -0.75 -0.26
H -2.686398 -4.672380 7.824864 -0.10 0.30 -0.34
H -3.789774 -4.551674 9.153657 0.30 0.47 -0.29
H -1.936866 -2.777865 9.251182 0.26 0.05 0.07
H -3.493567 -2.031760 9.241074 -0.51 0.39 0.20
H -1.589847 -2.444011 6.820846 -0.09 -0.41 -0.06
H -2.025468 -0.916612 7.518471 -0.17 -0.36 -0.03
H -5.344772 -0.682761 6.138618 -0.04 0.12 0.16
H -4.104279 0.267912 6.977230 0.45 -0.02 -0.03
H -4.890176 -1.107087 7.796688 -0.24 0.29 0.23
C -0.475468 1.744648 -4.773913 -0.52 1.03 1.26
C 0.637488 0.949499 -5.405563 -1.30 -1.71 -1.33
C 1.202042 0.014067 -4.391010 2.18 -0.39 1.21
N 2.370387 -0.933207 -4.912369 -0.67 -0.14 0.64
C 2.891921 -1.524901 -3.632309 1.64 -0.83 -0.29
C 3.899891 -2.689350 -3.813685 -2.08 -0.06 -0.02
C 3.263442 -3.810106 -4.641268 1.85 -0.93 -2.27
C 2.674832 -3.269141 -6.028435 0.91 1.37 2.30
C 1.720111 -2.057684 -5.674212 0.55 -0.49 -1.67
C 3.440386 -0.165134 -5.628780 1.86 -1.37 -0.26
H -1.213846 1.148308 -4.211813 0.38 -0.23 -0.39
H -1.061438 2.312673 -5.505905 0.35 0.02 0.10
H -0.047183 2.439255 -3.996090 -0.34 -0.42 -0.85
H 1.328451 1.577831 -5.921060 0.92 0.65 0.26
H 0.262657 0.323182 -6.255799 -0.25 0.40 0.63
H 0.469683 -0.704684 -3.931115 0.45 0.95 -0.59
H 1.764905 0.549264 -3.577814 -0.88 -0.20 -0.50
H 2.034388 -1.786760 -3.027207 -0.17 -0.30 0.00
H 3.477655 -0.817933 -3.093373 -0.10 1.33 0.30
H 4.097130 -3.000712 -2.800744 -0.03 -0.43 0.50
H 4.875675 -2.373011 -4.146060 0.11 0.28 -0.67
H 2.493294 -4.391581 -4.140977 -0.15 0.29 0.44
H 4.088579 -4.564838 -4.900475 -1.17 0.86 0.33
H 2.184598 -4.059943 -6.567815 -0.53 -0.08 -0.14
H 3.509770 -2.950016 -6.676658 -0.36 0.07 0.32
H 0.864235 -2.378754 -5.074035 0.23 0.08 -0.02
H 1.321964 -1.612086 -6.596820 0.03 -0.16 0.24
H 3.159342 0.212120 -6.592291 -0.90 0.65 -0.05
H 4.341626 -0.765252 -5.945224 -1.18 -0.39 0.68
H 3.944333 0.512964 -4.947952 -0.64 0.60 0.15
C 3.000423 4.882679 -4.460069 -0.31 -0.20 0.68
C 3.977801 5.900078 -5.059669 -0.78 -0.21 0.79
C 3.545476 6.117745 -6.496502 1.16 -1.35 -0.36
N 4.010782 7.373112 -7.157981 -0.18 -0.12 -0.47
C 3.834102 7.220758 -8.638074 -0.05 -0.21 -1.23
C 3.956145 8.544283 -9.461463 0.69 0.39 0.87
C 3.059074 9.654087 -8.848177 -0.55 -0.64 -1.08
C 3.365762 9.802271 -7.399486 0.54 -0.07 1.34
C 3.090679 8.458646 -6.685023 0.64 2.00 -1.19
C 5.444550 7.649227 -6.897489 -0.62 0.89 0.45
H 3.184490 3.917068 -4.899111 -0.32 -0.44 -0.52
H 1.948750 5.197754 -4.548271 0.27 -0.10 -0.45
H 3.096231 4.624038 -3.399267 0.61 0.51 -0.10
H 4.989723 5.540268 -4.951697 0.32 -0.25 -0.22
H 3.922242 6.784388 -4.444657 -0.08 0.70 -0.03
H 2.486321 6.193924 -6.562913 -0.91 -0.25 0.03
H 3.868036 5.216448 -7.099263 -0.22 1.11 0.42
H 2.860759 6.769488 -8.740567 -0.60 0.05 -0.24
H 4.534234 6.421884 -8.952404 -0.10 0.67 0.05
H 3.726478 8.426396 -10.520302 -0.20 -0.52 0.17
H 5.011678 8.836963 -9.453671 -0.08 0.13 -0.01
H 2.066642 9.221062 -9.013556 -0.38 0.51 0.27
H 3.073537 10.632872 -9.343796 0.32 -0.49 -0.24
H 2.801370 10.579410 -6.820441 0.36 -0.56 -0.85
H 4.439598 10.062967 -7.336094 -0.47 0.10 0.36
H 2.060059 8.247066 -6.936608 -0.12 -0.76 0.05
H 3.192330 8.629444 -5.646222 0.23 -0.41 1.17
H 5.775026 8.392708 -7.604853 0.25 0.08 0.01
H 6.035615 6.767102 -6.958457 0.24 -0.82 -0.25
H 5.487410 8.032950 -5.898255 0.37 0.30 0.53
C -5.116090 2.599378 3.616960 -0.40 0.36 -0.24
C -5.501395 3.027280 2.203394 1.14 -2.43 -0.56
C -4.259130 2.538353 1.349721 -1.00 2.21 -0.02
N -4.128234 3.223564 -0.050091 -1.26 -2.39 0.90
C -3.075927 2.466076 -0.843445 0.08 0.95 -1.15
C -3.485610 1.085751 -1.341292 -0.45 -0.26 1.30
C -4.821135 1.092651 -2.031258 -1.17 0.47 0.30
C -5.951169 1.762706 -1.141563 1.46 0.19 -1.38
C -5.476300 3.168931 -0.805037 0.93 0.21 -0.07
C -3.737973 4.632773 0.162527 0.18 0.34 0.31
H -4.897602 1.526815 3.647451 0.16 0.15 -0.02
H -5.930081 2.787690 4.317004 0.19 0.15 0.11
H -4.236865 3.197250 3.818941 0.25 -0.09 0.83
H -5.761331 4.059237 2.156544 0.15 0.81 -0.14
H -6.353069 2.426495 1.906465 -0.43 0.14 -0.29
H -4.262386 1.461439 1.318179 -0.11 -0.16 -0.63
H -3.358639 2.855020 1.857786 0.35 0.03 0.10
H -2.162967 2.474045 -0.244917 -0.02 -0.08 -0.09
H -2.931381 3.074224 -1.779995 0.12 -0.25 0.95
H -3.650253 0.384745 -0.505669 0.81 0.10 -0.07
H -2.701328 0.719972 -2.010624 -0.09 -0.07 0.29
H -5.106173 0.065966 -2.252922 0.06 0.05 -0.27
H -4.714282 1.651458 -2.962526 -0.35 -0.06 -0.19
H -6.147600 1.198117 -0.251790 -0.12 -0.46 0.52
H -6.874829 1.813812 -1.738586 0.25 0.16 0.35
H -6.150013 3.751661 -0.187182 -0.23 0.06 -0.17
H -5.240155 3.678323 -1.750337 -0.36 0.17 0.29
H -4.575772 5.211798 0.575782 0.22 -0.40 0.02
H -3.561650 5.008162 -0.831825 0.39 0.44 -0.26
H -2.851119 4.689706 0.847997 -0.82 -0.13 -0.79
C 5.802851 5.544866 -0.383512 0.02 0.62 1.09
C 4.543998 5.304471 0.527260 0.06 0.97 -0.70
C 3.489746 6.422592 0.354095 -0.79 0.60 0.22
N 2.224355 6.257434 1.200485 -0.07 -1.09 1.19
C 1.240022 7.384439 1.070550 -1.44 -0.34 -0.20
C 0.429597 7.365474 -0.213568 -0.46 0.92 -1.25
C -0.241257 6.021440 -0.522043 1.14 -0.80 -0.60
C 0.816107 4.861784 -0.447711 -1.60 -0.39 1.27
C 1.504814 4.907637 0.919333 -0.55 0.69 -0.13
C 2.707759 6.228147 2.653581 -0.34 -0.24 -0.99
H 5.554891 5.421771 -1.438898 0.08 0.09 0.11
H 6.558657 4.822403 -0.106443 -0.01 -0.58 -0.19
H 6.370732 6.496247 -0.188280 -1.09 -0.49 -0.27
H 4.810923 5.211185 1.585565 0.21 0.05 -0.32
H 4.070525 4.377833 0.202582 0.19 -0.15 -0.01
H 3.120119 6.498907 -0.667794 0.28 -0.12 -0.14
H 3.782987 7.436017 0.679714 0.59 -0.49 -0.39
H 1.719500 8.350654 1.175276 0.33 -0.03 0.34
H 0.480586 7.207912 1.848726 0.65 0.19 0.25
H 1.052701 7.705714 -1.050327 0.24 -0.56 -0.11
H -0.312662 8.213609 -0.247103 0.49 -0.88 0.76
H -0.664119 6.029150 -1.545066 0.02 0.11 0.57
H -1.008785 5.720667 0.195933 -0.02 0.52 -0.02
H 1.473627 4.788318 -1.285987 0.62 0.18 -0.55
H 0.246528 3.889768 -0.406201 0.61 0.78 -0.19
H 2.271296 4.163608 1.027549 0.16 -0.44 0.00
H 0.702223 4.739503 1.675232 0.79 0.46 -0.24
H 1.902327 6.429378 3.340886 -0.55 -0.39 -0.03
H 3.402795 7.042647 2.778353 0.55 0.04 -0.02
H 3.152049 5.236922 2.783823 -0.05 0.46 0.38
C 2.870093 2.416015 10.222349 -0.02 -0.09 0.16
C 2.426454 3.068627 8.907381 -0.86 0.56 0.32
C 1.107166 2.452723 8.381859 1.07 -0.52 -0.34
N 0.675814 2.940954 7.012528 0.24 1.16 -1.09
C 1.781862 2.593817 5.977508 0.19 -0.33 0.52
C 1.429836 2.961681 4.550977 -0.47 -0.81 0.79
C 0.183672 2.184044 4.122594 -0.40 0.62 1.06
C -0.973752 2.427650 5.158091 0.29 1.08 -0.45
C -0.552191 2.180613 6.606652 0.16 -0.78 -1.19
C 0.456017 4.450390 6.996754 -0.83 0.45 0.12
H 2.192807 2.603767 11.064532 -0.02 0.26 -0.33
H 3.866729 2.762550 10.542982 -0.41 -0.18 -0.31
H 2.875727 1.333923 10.115474 0.31 -0.17 -0.05
H 3.171105 2.962742 8.131646 0.41 -0.22 0.09
H 2.320058 4.150465 9.070977 -0.13 -0.22 -0.06
H 0.268208 2.583564 9.059787 -0.05 0.08 0.04
H 1.292798 1.371582 8.201773 -0.28 0.51 0.38
H 1.955768 1.489531 6.038420 -0.20 0.79 0.19
H 2.674448 3.130262 6.305373 -0.18 -0.16 0.01
H 2.279887 2.641579 3.948630 0.07 0.24 -0.15
H 1.255344 4.027063 4.446860 0.11 0.18 -0.15
H 0.402361 1.097727 4.093560 -0.13 0.54 -0.40
H -0.084698 2.652756 3.183933 -0.44 -0.77 -0.46
H -1.836479 1.796419 4.890160 0.27 0.14 0.32
H -1.347744 3.474855 5.126193 0.18 -0.63 -0.38
H -0.210711 1.161566 6.644943 0.00 -0.76 0.33
H -1.391480 2.305026 7.278055 0.13 0.44 0.46
H -0.117677 4.890059 6.154964 0.33 -1.10 0.00
H 1.402114 4.977774 6.982236 0.25 -0.21 0.33
H -0.140904 4.737081 7.869938 0.41 -0.26 0.11
P 0.746988 0.226127 0.018585 0.64 2.16 1.26
F -0.239565 -1.015893 0.051686 -0.89 -0.26 -0.13
F 1.729570 -0.595499 -0.915968 0.79 -0.88 -0.27
F 0.120775 0.896209 -1.277879 -1.16 -0.17 -0.85
F 1.815974 1.473419 0.027885 0.04 -0.32 0.59
F -0.280462 1.135034 0.932849 0.18 -0.60 -0.07
F 1.451793 -0.344973 1.397710 0.00 0.08 -0.39
N -1.506914 4.982402 3.161954 -0.95 -1.66 -0.78
O -2.588448 5.057249 3.731039 -0.42 0.31 0.19
O -1.458769 4.262333 2.076760 0.89 1.13 1.18
O -0.494554 5.485274 3.659042 0.67 0.13 -0.45
N 4.562040 2.079737 -2.874304 0.54 0.96 -1.01
O 5.290568 2.931331 -3.486393 -0.92 -1.16 0.91
O 3.501045 2.410605 -2.333544 -0.50 0.83 0.33
O 4.865074 0.875056 -2.840815 0.79 -0.57 -0.34
N 1.203781 -2.081657 4.830712 -0.41 1.12 0.20
O 0.169749 -2.801724 4.648651 1.07 1.03 0.70
O 2.221533 -2.312301 4.116825 -1.01 0.48 1.31
O 1.188973 -1.087192 5.692502 0.04 -2.53 -2.15
N -2.767599 -1.925288 -3.851302 -0.49 0.19 -0.23
O -3.201948 -0.764869 -4.020420 0.33 -1.25 0.47
O -1.683648 -2.268043 -4.409407 -0.70 -0.10 0.61
O -3.434802 -2.780124 -3.155460 1.16 1.07 -0.95
```
Forces are in eV/Å.

Net charge: +5
Gap between HOMO and LUMO (eV): 7.9
Calculated total energy (eV): -167550.5619

Löwdin population analysis, charges in e, atoms 1 to 5: C -0.0664; C -0.1884; C -0.1231; N -0.2454; C -0.1334